(P)
A structure of composition C12H13AsF6NO8SeSiV. Source: OMol25; level of theory: the ωB97M-V functional and the def2-TZVPD basis.

Net charge = -2
Kohn-Sham gap (alpha / beta) = 6.721 / 7.206 eV
HOMO energy (alpha / beta) = -2.86 / -3.35 eV
Spin multiplicity = 3
LUMO energy (alpha / beta) = 3.86 / 3.85 eV

```
44
Properties=species:S:1:pos:R:3:lowdin_charge:R:1
Se -0.72848 2.45527 2.24971 1.00
As 1.46062 -2.60011 2.14560 0.74
V 0.07934 0.18296 0.81102 0.88
Si -2.34770 -2.86958 -2.52764 0.39
F 1.24434 -2.82430 3.84139 -0.24
F 2.88538 -3.56927 2.13902 -0.25
F 0.01176 -1.48611 2.14208 -0.31
F 0.43670 -3.94503 1.83204 -0.24
F 1.56504 -2.26258 0.45096 -0.24
F 2.39239 -1.16844 2.43568 -0.24
O -2.57945 1.10332 -3.71180 0.08
O 0.36803 3.66682 -0.68285 0.04
O 0.60811 1.42765 2.46402 -0.66
O -1.30781 1.36215 0.92935 -0.64
O -1.79428 2.23886 3.45546 -0.64
O 2.93520 1.84406 -1.70111 0.07
O 1.45156 0.80654 -0.38774 -0.10
O -3.09466 3.06627 -4.41851 0.04
N -2.38272 2.29432 -3.78982 -0.35
C 1.82373 1.70130 -1.21876 -0.54
C -0.93267 -1.03033 -0.58686 -0.15
C -1.60724 -2.74567 -4.25216 -0.20
C -0.92535 4.26345 -3.36325 -0.02
C 0.69871 2.65387 -1.63333 -0.27
C -2.16242 -4.64109 -1.92140 -0.20
C -1.52356 -1.73819 -1.39323 -0.22
C -1.21831 2.87058 -3.09170 -0.11
C 0.17526 4.82084 -2.84783 -0.01
C -4.18199 -2.46862 -2.65366 -0.20
C -0.45360 2.06633 -2.34549 0.15
C 1.01117 4.08599 -1.89116 -0.19
H -2.57882 -5.36549 -2.62747 0.01
H -1.58036 -1.70137 -4.56672 0.02
H -2.66443 -4.76234 -0.95916 0.02
H -2.18849 -3.31449 -4.98393 0.02
H -1.57536 4.79823 -4.03822 0.10
H -4.31473 -1.45997 -3.05081 0.02
H -4.70695 -3.17125 -3.30771 0.02
H -1.10633 -4.86879 -1.76380 0.03
H 2.04392 4.38768 -1.75985 0.15
H -0.65954 1.00422 -2.24648 0.12
H -0.58207 -3.12314 -4.25543 0.02
H 0.46235 5.82595 -3.13176 0.10
H -4.64377 -2.50033 -1.66478 0.02
```

---

(Q)
A structure of composition C12H13AsF6NO8SeSiV. Source: OMol25; level of theory: the ωB97M-V functional and the def2-TZVPD basis.

Net charge = -2
Kohn-Sham gap (alpha / beta) = 5.452 / 8.140 eV
HOMO energy (alpha / beta) = -1.56 / -4.25 eV
Spin multiplicity = 3
LUMO energy (alpha / beta) = 3.89 / 3.89 eV

```
44
Properties=species:S:1:pos:R:3:lowdin_charge:R:1
Se 1.10851 -2.43771 3.07846 0.89
As 1.51044 -3.83053 -1.58438 0.74
V -0.67397 -2.84357 0.81803 0.84
Si 0.48653 1.74325 2.58956 0.41
F -0.02267 -4.24099 -0.72084 -0.28
F 2.38235 -4.77880 -0.44882 -0.23
F 1.56488 -2.44869 -0.52839 -0.24
F 0.60063 -2.92221 -2.73734 -0.23
F 1.30137 -5.23801 -2.57330 -0.25
F 2.97864 -3.38140 -2.37527 -0.25
O -1.13759 -1.66564 -0.68875 -0.15
O 2.67931 -2.05710 3.03876 -0.49
O -2.03919 -3.28909 1.43720 -0.32
O 0.74616 -3.65469 1.96757 -0.56
O 0.98985 3.36208 -3.65528 0.04
O -3.27034 -1.79522 -1.40212 0.05
O 1.71458 1.94366 -2.22356 0.08
O 0.56413 -2.80839 4.55740 -0.50
N 0.85158 2.37651 -2.94751 -0.35
C -0.07165 -1.19344 2.02100 -0.33
C -2.87591 0.42057 -3.05255 -0.01
C -0.89675 2.57414 3.55051 -0.20
C -2.66298 1.54846 -3.83601 -0.08
C -1.43740 2.18886 -3.80808 -0.03
C -1.86853 -0.08287 -2.24245 -0.09
C 0.83976 2.73653 1.03992 -0.19
C -0.02559 0.06856 2.12387 -0.13
C -0.44268 1.67579 -2.98859 -0.14
C -2.15342 -1.29908 -1.36980 -0.57
C 2.02715 1.68707 3.65394 -0.19
C -0.62923 0.54543 -2.21107 0.08
H 1.29143 3.70485 1.27618 0.02
H 2.83221 1.17116 3.12637 0.03
H -1.23780 3.07225 -4.39518 0.11
H -3.82658 -0.09734 -3.04446 0.11
H -1.80870 2.62143 2.95119 0.02
H 1.52536 2.19126 0.38847 0.02
H -0.61577 3.59339 3.83456 0.02
H 1.83896 1.12756 4.57286 0.03
H 2.36051 2.69686 3.91733 0.02
H 0.15611 0.15288 -1.57970 0.13
H -3.45487 1.93440 -4.46577 0.10
H -0.07918 2.91500 0.47529 0.03
H -1.11965 2.01283 4.46075 0.03
```

---

The most stable of them is (Q).

---

(P)
A cluster of 2 separate species, C2H4BrNO2 in total. Source: OMol25; level of theory: the ωB97M-V functional and the def2-TZVPD basis.

Kohn-Sham gap (alpha / beta) = 8.514 / 8.515 eV
HOMO energy (alpha / beta) = -10.24 / -10.24 eV
LUMO energy (alpha / beta) = -1.72 / -1.73 eV

```
10
Properties=species:S:1:pos:R:3:lowdin_charge:R:1
Br -0.89456 -2.08355 0.62300 0.77
O -0.10841 0.76837 -1.83278 0.06
O -0.33078 -1.33996 -2.05713 0.01
N -0.17034 -0.35450 -1.36016 -0.49
C -0.05337 -0.46572 0.05910 -0.70
C -0.06759 0.82087 0.91244 -0.14
H 0.77202 0.71863 1.70875 0.10
H -1.10178 1.06007 1.40438 0.12
H 1.76779 -0.67727 0.28929 0.26
H 0.18703 1.55305 0.25312 0.02
```

---

(Q)
An isolated molecule of C2H4BrNO2. Source: OMol25; level of theory: the ωB97M-V functional and the def2-TZVPD basis.

Kohn-Sham gap = 10.620 eV
HOMO energy = -10.17 eV
Structure (SMILES) = N[C@H](Br)C(=O)O
LUMO energy = 0.45 eV

```
10
Properties=species:S:1:pos:R:3:lowdin_charge:R:1
Br 2.21503 1.04047 0.20255 0.63
O 1.45050 -1.86409 -0.16099 0.08
O -0.81995 -1.69315 -0.00640 0.12
N -0.69371 0.89247 -0.43931 -0.06
C 0.44545 -1.27665 0.10737 -0.50
C 0.35072 0.40617 0.43214 -0.68
H -0.33701 1.06468 -1.42110 0.11
H -0.06375 0.72831 1.47797 0.12
H -1.48623 -1.11715 -0.17502 0.04
H -1.06107 1.81894 -0.01721 0.12
```

---

The most stable of them is (Q).

---

(P)
An isolated molecule of C22H26N4O5S. Source: OMol25; level of theory: the ωB97M-V functional and the def2-TZVPD basis.

Kohn-Sham gap = 8.140 eV
HOMO energy = -8.44 eV
Structure (SMILES) = CCCN(CCC)S(=O)(=O)c1ccc(C(=O)Nc2nnc(-c3cccc(OC)c3)o2)cc1
LUMO energy = -0.30 eV

```
58
Properties=species:S:1:pos:R:3:lowdin_charge:R:1
S -2.11005 -4.54785 0.59017 0.67
O -1.45986 1.94721 -1.16448 0.12
O 2.06492 9.75465 -1.06929 -0.08
O -2.72162 -5.07869 -0.59585 -0.28
O 0.17290 3.98570 -0.54192 0.16
O -2.82657 -4.60008 1.82999 -0.27
N 1.87933 3.44785 0.73491 0.09
N 1.99735 4.74952 0.41371 0.10
N 0.31487 1.75282 0.24260 0.19
N -0.59180 -5.18653 0.81885 -0.25
C -1.10274 -2.10231 1.29174 -0.05
C -0.78141 -0.77194 1.08895 -0.01
C 1.86778 -3.76706 -0.03622 -0.09
C -2.07699 -2.21668 -0.90698 -0.04
C -1.09994 -0.16013 -0.12281 -0.12
C -1.76803 -0.88384 -1.10952 0.01
C 0.79411 3.02927 0.15508 -0.37
C -0.33646 -5.92187 2.03840 -0.22
C 3.22484 9.64925 -0.27631 -0.08
C 1.56002 7.40728 -0.68219 0.04
C -0.80246 1.27119 -0.41377 -0.40
C -2.11899 -7.67856 1.63593 -0.10
C -0.65470 -7.41921 1.96355 -0.23
C 0.69003 6.34417 -0.92827 -0.15
C -0.69586 7.75663 -2.27095 -0.07
C 1.29410 8.65033 -1.23734 -0.27
C 0.86316 -4.37667 -1.00572 -0.22
C -1.72858 -2.81697 0.28797 -0.26
C 0.11495 -5.56150 -0.38935 -0.21
C -0.44007 6.51161 -1.72208 -0.02
C 0.98722 5.06035 -0.34043 -0.27
C 0.15631 8.81574 -2.03513 0.00
H 2.61571 -4.50271 0.25103 0.07
H -2.76133 -7.22424 2.38581 0.08
H 0.83056 -6.34800 -0.14378 0.12
H -0.60425 -5.95444 -1.11554 0.12
H -2.31653 -8.74775 1.60325 0.07
H 0.89105 1.13904 0.79955 0.15
H 0.71412 -5.77389 2.31217 0.12
H -0.97038 -5.46147 2.79720 0.11
H -0.88557 -2.59583 2.22566 0.12
H -2.58524 -2.80508 -1.65471 0.12
H 2.37534 -2.92224 -0.49559 0.07
H 0.14474 -3.61691 -1.31513 0.09
H 1.35921 -3.42076 0.86003 0.05
H -0.40849 -7.85934 2.93233 0.11
H -0.03231 9.79012 -2.45715 0.12
H 3.67606 10.64007 -0.28401 0.09
H -0.02093 -7.89693 1.21272 0.10
H 3.93071 8.92481 -0.69356 0.10
H -1.56891 7.90155 -2.88886 0.11
H 2.41891 7.21907 -0.06032 0.11
H 1.38116 -4.73141 -1.89894 0.11
H -2.38025 -7.24801 0.67201 0.05
H -0.31776 -0.21232 1.88821 0.12
H 2.98220 9.36804 0.75285 0.10
H -1.09973 5.67724 -1.90086 0.12
H -2.03382 -0.38226 -2.02762 0.13
```

---

(Q)
An isolated molecule of C22H26N4O5S. Source: OMol25; level of theory: the ωB97M-V functional and the def2-TZVPD basis.

Kohn-Sham gap = 8.771 eV
HOMO energy = -8.61 eV
Structure (SMILES) = CCCN(CCC)S(=O)(=O)c1ccc(C(=O)Nc2nnc(-c3cccc(OC)c3)o2)cc1
LUMO energy = 0.16 eV

```
58
Properties=species:S:1:pos:R:3:lowdin_charge:R:1
S 3.91416 -0.63245 0.24902 0.68
O -3.84676 0.07711 -1.07490 0.16
O 4.85684 -0.71080 -0.83260 -0.28
O -1.56735 -3.66061 -2.26166 0.12
O -4.84868 5.87770 0.52269 -0.08
O 3.72374 0.63145 0.89806 -0.27
N 4.24904 -1.78772 1.42007 -0.24
N -1.67832 0.30392 -0.76571 0.11
N -2.26470 1.48353 -0.48894 0.12
N -2.56520 -1.81341 -1.48841 0.20
C -0.14903 -2.04932 -1.22653 -0.15
C -3.54056 1.34769 -0.67137 -0.27
C -2.62856 -0.50747 -1.10690 -0.36
C -4.55918 2.35344 -0.49211 -0.15
C 0.03565 -1.73011 0.11564 -0.02
C -6.84286 3.06431 -0.55081 -0.07
C 6.05926 -0.68567 2.73866 -0.24
C -5.11540 4.61367 0.11438 -0.27
C 2.95990 -4.44211 1.07069 -0.09
C -5.89881 2.06837 -0.73506 -0.03
C 4.07395 -3.90651 0.18056 -0.23
C -3.50920 6.23226 0.78440 -0.08
C 4.98876 -2.93583 0.92643 -0.22
C -4.16185 3.62249 -0.06800 0.04
C 2.13988 -1.48788 -1.68641 -0.04
C 4.64051 -1.25759 2.71064 -0.23
C 2.31236 -1.18025 -0.35172 -0.27
C -6.46235 4.32202 -0.13158 0.00
C 1.27334 -1.29505 0.55177 -0.05
C -1.44391 -2.59390 -1.71156 -0.41
C 6.37768 -0.06191 4.09128 -0.10
C 0.90649 -1.93744 -2.12526 0.01
H 2.37685 -3.61865 1.47448 0.05
H -0.77908 -1.83755 0.81448 0.12
H 5.68714 0.75035 4.30371 0.08
H -3.53796 7.27607 1.09221 0.09
H 6.29434 -0.80259 4.88444 0.07
H 5.43515 -3.44457 1.78368 0.13
H -2.88707 6.13330 -0.10986 0.10
H 6.13116 0.06826 1.95272 0.11
H -3.44325 -2.21851 -1.79617 0.17
H 0.75301 -2.19950 -3.16097 0.13
H 4.68388 -4.73477 -0.18593 0.11
H -6.19069 1.08305 -1.06287 0.11
H -3.08512 5.62648 1.59050 0.10
H -3.11152 3.78612 0.10388 0.11
H 5.78773 -2.60357 0.25368 0.11
H 2.97760 -1.37940 -2.35774 0.12
H 3.37505 -5.01265 1.89873 0.07
H 2.29719 -5.08966 0.50212 0.07
H 7.38925 0.33589 4.09743 0.07
H 3.64536 -3.39842 -0.68299 0.09
H -7.18850 5.10555 0.01545 0.12
H 3.93230 -0.46030 2.94037 0.11
H 4.52868 -2.05528 3.45208 0.13
H -7.88562 2.85628 -0.73640 0.11
H 6.78032 -1.47599 2.51820 0.11
H 1.44542 -1.03546 1.58383 0.12
```

---

The most stable of them is (P).

---

(P)
The ion CH4Br2N3O with charge +1. Source: OMol25; level of theory: the ωB97M-V functional and the def2-TZVPD basis.

Net charge = +1
Kohn-Sham gap = 9.041 eV
HOMO energy = -14.32 eV
Structure (SMILES) = N/[N+](Br)=C(\O)NBr
LUMO energy = -5.28 eV

```
11
Properties=species:S:1:pos:R:3:lowdin_charge:R:1
Br -1.08425 -0.14018 -2.14319 0.83
Br -2.40685 -1.18438 2.33362 0.86
O 0.70012 -0.21134 1.54718 0.21
N 0.16591 0.15129 -0.66147 -0.45
N 1.42799 0.57654 -1.01797 0.05
N -1.55992 -0.28302 0.96670 -0.40
C -0.20305 -0.13422 0.64465 -0.44
H 1.85434 -0.16929 -1.44789 0.07
H 1.59622 1.40644 -1.64209 0.15
H 1.53787 0.18208 1.33812 0.14
H -2.02839 -0.19391 0.08234 -0.01
```

---

(Q)
A cluster of 2 separate species, CH4Br2N3O in total. Source: OMol25; level of theory: the ωB97M-V functional and the def2-TZVPD basis.

Net charge = +1
Kohn-Sham gap (alpha / beta) = 7.623 / 7.454 eV
HOMO energy (alpha / beta) = -14.44 / -14.40 eV
LUMO energy (alpha / beta) = -6.81 / -6.95 eV

```
11
Properties=species:S:1:pos:R:3:lowdin_charge:R:1
Br -1.36352 -0.91934 -2.46861 0.11
Br -1.19209 -2.05760 -0.12126 0.87
O 1.38576 1.20565 0.57669 0.09
N -0.35479 -0.87357 0.77612 -0.55
N -0.96289 0.34101 1.17761 0.06
N 1.74716 -0.10125 -1.33006 0.22
C 1.71422 0.63092 -0.39645 -0.39
H -1.62451 0.43879 2.02665 0.22
H 2.25340 -0.41366 -2.13929 0.11
H -0.18491 0.87258 1.47960 0.09
H -1.41783 0.87647 0.41900 0.16
```

---

The most stable of them is (P).